[1]
2 unconnected molecules or ions with the total composition C14H26BN3O8P at a distorted geometry, computed with ωB97M-V with the def2-TZVPD basis set.

Geometry as ORCA input:
```
! RIJCOSX wB97M-V def2-TZVPD def2/J DEFGRID3
* xyz -1 1
C 0.524 -3.917 0.680
C 1.223 -2.747 -0.009
N 0.364 -2.243 -1.058
N 0.699 -0.934 -1.489
C 1.557 -0.928 -2.682
C 2.662 0.146 -2.653
C 4.078 -0.425 -2.840
C 4.816 -0.658 -1.512
O 5.056 -2.038 -1.214
C -0.531 -0.103 -1.657
B -0.904 0.467 -0.189
O -0.639 -0.300 0.957
O -1.474 1.698 -0.029
C -0.783 2.642 0.749
C -0.231 1.111 -2.580
O -0.612 1.037 -3.755
O 0.490 1.991 -2.052
P -2.039 -1.017 -2.189
O -3.153 -0.215 -2.716
O -1.648 -2.184 -3.231
O -2.559 -1.696 -0.817
H 0.073 -4.542 -0.095
H 1.225 -4.531 1.243
H -0.293 -3.570 1.308
H 1.424 -1.961 0.711
H 2.198 -3.108 -0.371
H 0.335 -2.907 -1.826
H 0.994 -0.880 -3.621
H 2.068 -1.898 -2.683
H 2.557 0.737 -1.749
H 2.457 0.835 -3.473
H 4.010 -1.350 -3.416
H 4.674 0.272 -3.429
H 4.248 -0.222 -0.690
H 5.787 -0.158 -1.509
H 4.551 -2.569 -1.833
H 0.243 -0.086 1.278
H -0.220 2.209 1.581
H -1.485 3.350 1.191
H -0.088 3.222 0.141
H -0.733 -2.103 -3.521
H -3.477 -1.950 -0.980
N -1.906 2.626 4.231
C -2.323 3.829 4.620
C -3.609 4.090 5.067
C -4.516 3.042 5.106
C -4.099 1.786 4.699
C -2.788 1.631 4.274
H -1.584 4.622 4.566
H -3.892 5.088 5.372
H -5.531 3.204 5.444
H -4.774 0.941 4.708
H -2.420 0.665 3.945
*
```

For the energy, the calculation gives -45759.4999 eV. The orbital gap comes out at 0.27335 Eh. The calculation puts the LUMO energy at 2.59 eV.

Atomic charges from the Mulliken analysis, expressed in e, are listed below: -1.368, -0.102, -0.466, 0.799, -1.088, -0.899, -1.182, -0.329, -0.574, 0.698, 0.551, -0.617, -0.635, -0.641, 0.086, -0.743, -0.723, 1.034, -0.810, -0.654, -0.545, 0.307, 0.442, 0.264, 0.265, 0.107, 0.282, 0.187, 0.909, 0.465, 0.510, 0.575, 0.302, 0.248, 0.336, 0.311, 0.270, 0.267, 0.198, 0.231, 0.387, 0.327, -0.430, -0.173, -0.404, -0.138, -0.518, -0.080, 0.345, 0.346, 0.357, 0.349, 0.358

***

[2]
A molecular structure, C31H32MoN3OS3, computed with ωB97M-V with the def2-TZVPD basis set.

Geometry as ORCA input:
```
! RIJCOSX wB97M-V def2-TZVPD def2/J DEFGRID3
* xyz 1 3
Mo -0.264 -0.842 0.789
C 2.282 -1.238 2.613
N 1.534 -1.996 1.570
C 2.454 -2.157 0.400
C 1.672 -2.507 -0.840
N 0.816 -1.338 -1.194
C -0.228 -1.740 -2.181
C 1.629 -0.287 -1.824
C 2.323 -0.535 -3.003
C 3.050 0.475 -3.608
C 3.082 1.741 -3.033
C 2.396 1.986 -1.858
C 1.662 0.970 -1.242
S 0.834 1.268 0.271
C 1.152 -3.334 2.061
C 2.050 -4.086 2.810
C 1.715 -5.356 3.245
C 0.477 -5.893 2.924
C -0.417 -5.155 2.170
C -0.092 -3.870 1.734
S -1.300 -2.970 0.807
H 3.276 -1.662 2.759
H 1.731 -1.268 3.549
H 2.383 -0.207 2.283
H 3.202 -2.919 0.626
H 2.965 -1.203 0.251
H 1.025 -3.366 -0.666
H 2.348 -2.750 -1.661
H 0.241 -2.115 -3.092
H -0.824 -0.864 -2.427
H -0.860 -2.514 -1.755
H 2.298 -1.514 -3.465
H 3.590 0.275 -4.523
H 3.654 2.533 -3.497
H 2.430 2.964 -1.394
H 3.021 -3.685 3.066
H 2.421 -5.924 3.836
H 0.207 -6.884 3.260
H -1.386 -5.563 1.914
C -1.575 2.310 -6.020
C -1.830 2.079 -4.559
C -2.680 1.058 -4.130
C -2.909 0.838 -2.784
C -2.275 1.651 -1.850
C -1.427 2.674 -2.251
C -1.212 2.882 -3.603
S -2.450 1.385 -0.112
C -4.222 1.333 0.070
O -2.088 -0.103 0.128
H -2.174 1.647 -6.641
H -0.523 2.143 -6.256
H -1.810 3.340 -6.294
H -3.170 0.431 -4.865
H -3.555 0.029 -2.467
H -0.931 3.288 -1.510
H -0.549 3.677 -3.921
H -4.641 0.549 -0.555
H -4.612 2.310 -0.212
H -4.424 1.134 1.120
N -1.694 1.606 7.703
C -1.425 1.287 6.633
C -1.088 0.887 5.294
C -1.561 -0.317 4.786
C -1.228 -0.700 3.495
C -0.422 0.110 2.674
C 0.039 1.314 3.213
C -0.284 1.703 4.501
H -2.182 -0.955 5.401
H -1.612 -1.649 3.143
H 0.675 1.967 2.630
H 0.086 2.638 4.900
*
```

For the energy, the calculation gives -73540.7745 eV. The orbital gap (alpha / beta) comes out at 0.24097 / 0.27868 Eh. The calculation puts the LUMO energy (alpha / beta) at -3.94 / -3.37 eV.

Atomic charges from the Mulliken analysis, expressed in e, are listed below: -1.394, -1.418, 1.501, -1.161, -0.839, 0.760, -1.072, -0.890, -0.670, -1.096, -0.713, -0.828, 1.708, -0.277, -0.340, -0.618, -0.912, -0.677, -0.831, 1.244, -0.522, 0.624, 0.317, 0.299, 0.495, 0.737, 0.674, 0.472, 0.500, 0.157, 0.441, 0.380, 0.462, 0.446, 0.512, 0.361, 0.430, 0.412, 0.466, -1.492, 0.861, -0.752, -0.915, 0.682, -0.339, -0.568, 0.533, -1.224, -0.309, 0.360, 0.321, 0.375, 0.346, 0.266, 0.448, 0.443, 0.349, 0.461, 0.438, -0.482, -0.171, 0.523, -0.924, -0.131, 1.245, 0.524, -0.955, 0.475, 0.476, 0.514, 0.482

***

[3]
A gas-phase ion, CCl4O2P (charge -1) at a distorted geometry, computed with ωB97M-V with the def2-TZVPD basis set.

Geometry as ORCA input:
```
! RIJCOSX wB97M-V def2-TZVPD def2/J DEFGRID3
* xyz -1 1
O -0.147 0.820 1.797
P -0.712 0.204 0.632
O -1.482 -1.027 0.458
Cl -1.713 1.508 -0.465
C 0.706 -0.207 -0.668
Cl 1.781 1.372 -1.749
Cl 1.899 -1.030 0.244
Cl 0.158 -1.049 -2.029
*
```

For the energy, the calculation gives -64514.3738 eV. The orbital gap comes out at 0.34031 Eh. The calculation puts the LUMO energy at 2.97 eV. The structure (SMILES) is O=[P@@]([O-])(Cl)C(Cl)(Cl)Cl.

Atomic charges from the Mulliken analysis, expressed in e, are listed below: -0.629, 0.989, -0.635, -0.285, 0.060, -0.329, -0.108, -0.064

***

energy of number 2 (C31H32MoN3OS3)? -73540.7745 eV

***

What is the energy in the first record? -45759.4999 eV

***

energy of number 3 (CCl4O2P)? -64514.3738 eV